{"formula": "C3H3NO3", "method": "ωB97M-V with the def2-TZVPD basis set", "e_lumo_ev": 0.72, "smiles": "C1[C@@H]2ON12.O=C=O", "largest_force_ev_per_a": 5.00, "total_energy_ev": -10788.2133, "e_homo_ha": -0.3803, "gap_ev": 11.07, "symbols": ["C", "C", "C", "N", "O", "O", "O", "H", "H", "H"], "xyz": [[2.988, 0.740, 0.289], [-1.582, -0.076, -0.750], [-1.095, -0.819, 0.337], [-0.426, 0.382, 0.147], [3.183, -0.369, 0.153], [2.855, 1.848, 0.544], [-1.244, 0.142, 1.308], [-1.437, -0.331, -1.803], [-2.471, 0.434, -0.592], [-0.771, -1.951, 0.368]]}



{"formula": "C3H3NO3", "method": "ωB97M-V with the def2-TZVPD basis set", "e_lumo_ev": 0.53, "smiles": "O=COc1co[nH]1", "largest_force_ev_per_a": 2.22, "total_energy_ev": -10787.6968, "e_homo_ha": -0.3175, "gap_ev": 9.17, "symbols": ["N", "C", "O", "C", "O", "C", "O", "H", "H", "H"], "xyz": [[-1.191, 0.942, -1.088], [-0.270, 0.369, -0.202], [1.069, 0.383, -0.434], [1.806, -0.432, 0.364], [1.370, -1.077, 1.273], [-1.169, -0.159, 0.632], [-2.247, 0.058, -0.200], [-0.985, 0.691, -2.077], [2.854, -0.382, 0.049], [-1.236, -0.393, 1.683]]}



{"formula": "C3H3NO3", "method": "ωB97M-V with the def2-TZVPD basis set", "e_lumo_ev": [-2.80, -2.80], "largest_force_ev_per_a": 5.48, "total_energy_ev": -10781.7856, "e_homo_ha": [-0.3996, -0.3996], "gap_ev": [8.07, 8.07], "symbols": ["C", "C", "C", "N", "O", "O", "O", "H", "H", "H"], "xyz": [[0.712, 0.337, -0.552], [0.149, -0.687, -0.301], [1.664, 1.458, -0.637], [-2.117, -1.560, 0.880], [-2.920, -2.290, 1.380], [-2.163, -0.359, 0.823], [-1.109, -2.172, 0.257], [2.597, 1.289, -1.161], [1.146, 2.359, -1.151], [2.040, 1.625, 0.462]]}



{"formula": "C3H3NO3", "method": "ωB97M-V with the def2-TZVPD basis set", "e_lumo_ev": -0.99, "smiles": "O=CN=O.C=C=O", "largest_force_ev_per_a": 4.23, "total_energy_ev": -10785.8743, "e_homo_ha": -0.3543, "gap_ev": 8.65, "symbols": ["C", "C", "C", "N", "O", "O", "O", "H", "H", "H"], "xyz": [[0.932, 0.001, -0.255], [-0.580, 1.416, 0.333], [0.449, -0.478, -1.341], [-1.116, 0.744, 1.340], [-0.124, -0.696, -2.307], [-1.121, -0.420, 1.668], [0.025, 2.424, 0.086], [1.548, 0.810, -0.385], [-1.711, 1.163, -0.315], [0.976, -0.772, 0.510]]}



{"formula": "C3H3NO3", "method": "ωB97M-V with the def2-TZVPD basis set", "e_lumo_ev": [-0.81, -0.81], "smiles": "C=C=O.N#COO", "largest_force_ev_per_a": 3.91, "total_energy_ev": -10785.3232, "e_homo_ha": [-0.3399, -0.3399], "gap_ev": [8.44, 8.44], "symbols": ["C", "C", "O", "O", "C", "O", "N", "H", "H", "H"], "xyz": [[1.511, -0.620, 0.015], [1.361, 0.633, -0.467], [-0.964, -0.235, 0.402], [-2.243, -0.914, 0.414], [-0.867, 0.937, -0.300], [1.786, 1.619, -0.943], [-1.323, 1.817, -0.905], [-2.428, -0.971, 1.365], [1.200, -1.476, -0.555], [1.966, -0.790, 0.974]]}



{"formula": "C3H3NO4", "method": "ωB97M-V with the def2-TZVPD basis set", "e_lumo_ev": 0.22, "smiles": "O=C1CONC(=O)O1", "largest_force_ev_per_a": 6.31, "total_energy_ev": -12836.9076, "e_homo_ha": -0.4005, "gap_ev": 11.12, "symbols": ["C", "C", "C", "H", "H", "H", "N", "O", "O", "O", "O"], "xyz": [[1.183, -0.421, -0.053], [1.145, 1.131, 0.301], [-1.190, -0.407, -0.028], [0.980, 1.129, 1.348], [2.067, 1.790, 0.092], [-1.984, 1.456, -0.002], [-1.058, 0.957, 0.246], [2.202, -1.168, -0.046], [0.088, 1.618, -0.487], [-2.256, -0.888, 0.026], [-0.096, -1.173, -0.052]]}



{"formula": "C3H3NO4", "method": "ωB97M-V with the def2-TZVPD basis set", "e_lumo_ev": 0.13, "smiles": "O=C[C@@H]1ONC(=O)O1", "largest_force_ev_per_a": 3.69, "total_energy_ev": -12836.6662, "e_homo_ha": -0.3740, "gap_ev": 10.31, "symbols": ["C", "C", "C", "H", "H", "H", "N", "O", "O", "O", "O"], "xyz": [[1.596, 0.806, 1.126], [0.100, 0.544, 0.697], [-0.992, -0.294, -1.039], [1.570, 1.030, 2.328], [-0.489, 1.431, 0.999], [-1.811, -1.834, 0.188], [-1.368, -0.888, 0.141], [2.532, 0.566, 0.431], [-0.491, -0.630, 1.236], [-1.440, -0.459, -2.159], [0.159, 0.430, -0.658]]}



{"formula": "C3H3NOS", "method": "ωB97M-V with the def2-TZVPD basis set", "e_lumo_ev": -1.58, "largest_force_ev_per_a": 3.20, "total_energy_ev": -17527.8160, "e_homo_ha": -0.3228, "gap_ev": 7.20, "symbols": ["C", "C", "C", "N", "O", "S", "H", "H", "H"], "xyz": [[1.494, -1.373, 0.241], [2.073, -0.213, 0.113], [-0.362, 0.724, 0.599], [0.584, -2.177, 0.257], [2.954, 0.573, 0.028], [-1.457, -0.420, 0.110], [0.022, 0.894, 1.581], [-0.112, 1.625, -0.034], [-0.385, -1.873, 0.185]]}



{"formula": "C3H3NOS", "method": "ωB97M-V with the def2-TZVPD basis set", "e_lumo_ev": [-1.77, -1.77], "largest_force_ev_per_a": 4.30, "total_energy_ev": -17527.6546, "e_homo_ha": [-0.3115, -0.3116], "gap_ev": [6.70, 6.71], "symbols": ["C", "C", "C", "N", "O", "S", "H", "H", "H"], "xyz": [[0.683, 0.857, -0.134], [2.119, 1.300, 0.031], [-0.203, -0.204, -0.515], [-0.334, 0.603, 0.682], [2.228, 2.390, -0.395], [3.233, 0.241, 0.808], [-1.019, -0.198, -1.214], [0.370, -1.077, -0.382], [-1.254, 0.964, 0.978]]}



{"formula": "C3H3NOS", "method": "ωB97M-V with the def2-TZVPD basis set", "e_lumo_ev": [-1.22, -1.22], "largest_force_ev_per_a": 2.15, "total_energy_ev": -17528.8327, "e_homo_ha": [-0.3330, -0.3329], "gap_ev": [7.84, 7.84], "symbols": ["C", "C", "C", "N", "O", "S", "H", "H", "H"], "xyz": [[0.931, -0.409, -0.899], [1.453, 0.993, -0.619], [-1.044, -0.391, 0.705], [0.282, -0.286, 0.225], [1.170, -1.152, -1.796], [1.376, 2.465, -0.150], [-0.999, -0.583, 1.777], [-1.573, 0.557, 0.552], [-1.597, -1.192, 0.206]]}



{"formula": "C3H3NOS", "method": "ωB97M-V with the def2-TZVPD basis set", "e_lumo_ev": -0.65, "smiles": "O=CNC=C=S", "largest_force_ev_per_a": 2.88, "total_energy_ev": -17530.1576, "e_homo_ha": -0.3110, "gap_ev": 7.82, "symbols": ["C", "C", "C", "N", "O", "S", "H", "H", "H"], "xyz": [[0.720, 0.852, -1.083], [1.937, 0.645, -1.643], [0.794, -0.373, 1.155], [0.351, -0.110, -0.086], [1.579, 0.266, 1.810], [3.332, 0.518, -2.267], [-0.204, 1.369, -1.555], [-0.516, -0.488, -0.394], [0.565, -1.388, 1.499]]}



{"formula": "C3H3NOS2", "method": "ωB97M-V with the def2-TZVPD basis set", "e_lumo_ev": -2.36, "smiles": "NC(=O)C(=S)C=S", "largest_force_ev_per_a": 5.44, "total_energy_ev": -28365.0821, "e_homo_ha": -0.3450, "gap_ev": 7.03, "symbols": ["C", "C", "C", "H", "H", "H", "N", "O", "S", "S"], "xyz": [[-0.132, -0.830, 0.876], [0.546, -0.171, -0.207], [0.312, 1.275, -0.116], [-0.733, -2.701, 1.555], [-0.493, -2.556, -0.184], [1.192, 1.781, -0.594], [-0.922, -1.960, 0.628], [0.021, -0.326, 2.039], [1.296, -0.798, -1.606], [-1.173, 1.932, 0.056]]}



{"formula": "C3H3NOS2", "method": "ωB97M-V with the def2-TZVPD basis set", "e_lumo_ev": -0.99, "smiles": "S=C1C=NSCO1", "largest_force_ev_per_a": 4.04, "total_energy_ev": -28365.5108, "e_homo_ha": -0.3343, "gap_ev": 8.11, "symbols": ["C", "C", "C", "H", "H", "H", "N", "O", "S", "S"], "xyz": [[-0.930, 0.081, 0.146], [1.223, 1.155, 0.417], [-0.204, -1.136, 0.477], [0.995, 1.098, 1.476], [1.559, 2.228, 0.340], [-0.870, -1.896, 0.732], [0.965, -1.406, 0.034], [-0.135, 1.191, -0.102], [-2.534, 0.018, -0.183], [2.041, -0.126, -0.331]]}



{"formula": "C3H3NOS3", "method": "ωB97M-V with the def2-TZVPD basis set", "e_lumo_ev": 0.12, "smiles": "O=C1CN(S)C(=S)S1", "largest_force_ev_per_a": 3.50, "total_energy_ev": -39202.1210, "e_homo_ha": -0.3214, "gap_ev": 8.87, "symbols": ["C", "C", "C", "H", "H", "H", "N", "O", "S", "S", "S"], "xyz": [[0.869, -1.459, 0.029], [2.036, -0.411, -0.043], [-0.378, 0.636, 0.012], [-2.410, -0.805, 0.940], [0.930, -2.010, 0.958], [1.012, -2.172, -0.812], [-0.424, -0.731, -0.013], [3.190, -0.570, -0.102], [-1.934, -1.599, -0.029], [1.294, 1.248, 0.100], [-1.687, 1.731, -0.081]]}



{"formula": "C3H3NOS3", "method": "ωB97M-V with the def2-TZVPD basis set", "e_lumo_ev": -0.24, "smiles": "S=c1on(S)cc1S", "largest_force_ev_per_a": 0.63, "total_energy_ev": -39200.2426, "e_homo_ha": -0.3051, "gap_ev": 8.06, "symbols": ["C", "C", "C", "H", "H", "H", "N", "O", "S", "S", "S"], "xyz": [[-0.130, 0.254, 1.004], [-0.722, 0.296, -0.218], [1.128, -0.469, 0.846], [-1.764, 1.428, 2.075], [-1.683, 0.703, -0.544], [0.065, -1.042, -3.321], [0.015, -0.440, -1.127], [1.196, -0.841, -0.478], [-0.670, 0.818, 2.586], [0.251, 0.139, -2.721], [2.315, -0.847, 1.897]]}



{"formula": "C3H3NOS3", "method": "ωB97M-V with the def2-TZVPD basis set", "e_lumo_ev": -0.93, "smiles": "O/N=C1/SCSC1=S", "largest_force_ev_per_a": 1.96, "total_energy_ev": -39200.4117, "e_homo_ha": -0.3186, "gap_ev": 7.74, "symbols": ["C", "C", "C", "H", "H", "H", "N", "O", "S", "S", "S"], "xyz": [[-0.177, 0.891, 0.002], [2.260, -0.115, 0.389], [-0.385, -0.644, 0.034], [-2.791, 2.245, 0.499], [3.240, -0.404, -0.006], [2.352, 0.123, 1.434], [-1.046, 1.839, 0.191], [-2.351, 1.391, 0.334], [1.495, 1.347, -0.433], [1.080, -1.521, 0.180], [-1.753, -1.498, -0.277]]}



{"formula": "C3H3NS", "method": "ωB97M-V with the def2-TZVPD basis set", "e_lumo_ev": [-1.76, -1.77], "largest_force_ev_per_a": 4.36, "total_energy_ev": -15478.5871, "e_homo_ha": [-0.3254, -0.3249], "gap_ev": [7.09, 7.07], "symbols": ["C", "C", "C", "N", "S", "H", "H", "H"], "xyz": [[-0.988, -2.132, 0.922], [-0.188, -1.542, 0.255], [1.091, 0.773, -0.248], [0.048, 1.433, -0.539], [2.620, 0.857, -0.323], [-1.782, -2.768, 1.294], [-0.880, 0.925, -0.392], [0.080, 2.454, -0.969]]}



{"formula": "C3H3NS", "method": "ωB97M-V with the def2-TZVPD basis set", "e_lumo_ev": 0.01, "smiles": "C#C/C=N/S", "largest_force_ev_per_a": 4.42, "total_energy_ev": -15481.0737, "e_homo_ha": -0.3258, "gap_ev": 8.87, "symbols": ["C", "C", "C", "H", "H", "H", "N", "S"], "xyz": [[-0.248, -0.276, -0.362], [-1.071, 0.727, 0.105], [-1.625, 1.461, 0.927], [3.179, -0.780, -0.659], [-0.845, -1.158, -0.836], [-2.554, 1.701, 1.511], [1.052, -0.130, -0.229], [2.112, -1.544, -0.456]]}



{"formula": "C3H3NS", "method": "ωB97M-V with the def2-TZVPD basis set", "e_lumo_ev": -1.29, "largest_force_ev_per_a": 4.33, "total_energy_ev": -15482.0169, "e_homo_ha": -0.3403, "gap_ev": 7.97, "symbols": ["C", "C", "C", "N", "S", "H", "H", "H"], "xyz": [[0.996, 0.167, 0.582], [-0.481, 0.059, 0.628], [-0.331, -0.158, -0.849], [1.112, 0.062, -0.732], [-1.674, 0.366, 1.747], [1.875, 0.141, 1.325], [-0.484, -1.123, -1.112], [-1.013, 0.486, -1.589]]}



{"formula": "C3H3NS", "method": "ωB97M-V with the def2-TZVPD basis set", "e_lumo_ev": -0.27, "largest_force_ev_per_a": 2.22, "total_energy_ev": -15482.1919, "e_homo_ha": -0.4204, "gap_ev": 11.17, "symbols": ["C", "C", "C", "N", "S", "H", "H", "H"], "xyz": [[0.645, -1.085, -0.346], [-0.808, 2.284, -0.614], [0.030, -0.459, 0.804], [1.164, -1.582, -1.253], [-0.806, 1.616, -1.965], [-0.883, 0.107, 0.539], [0.791, 0.317, 1.170], [-0.133, -1.198, 1.666]]}